(1)
Computed, not measured: a cluster of 2 separate species, C3H5N3O in total, with wB97M-V/def2-TZVPD.

```
! wB97M-V def2-TZVPD RIJCOSX def2/J DEFGRID3
* xyz 0 1
C -0.11 1.07 -0.72
C 0.71 -1.70 0.19
C 0.86 0.70 0.30
N 0.14 -2.31 1.33
N -0.61 -2.19 0.35
N -1.38 1.27 -0.25
O 0.17 1.22 -1.89
H 1.45 -2.10 -0.47
H 1.90 0.74 0.04
H 0.61 0.80 1.35
H -1.65 1.03 0.68
H -2.10 1.46 -0.93
*
```

M ... 99.09 g mol⁻¹
Frontier orbital gap (alpha / beta) ... 8.922 / 8.917 eV
LUMO energy (alpha / beta) ... -0.01058 / -0.01075 Eh

***

(2)
Computed, not measured: a cluster of 2 separate species, C3H5N3O in total, with wB97M-V/def2-TZVPD.

```
! wB97M-V def2-TZVPD RIJCOSX def2/J DEFGRID3
* xyz 0 1
N 2.07 1.35 -0.49
C 0.90 -0.72 -0.03
C 0.04 -1.77 0.04
N -1.24 -1.18 0.11
C -1.04 0.15 0.08
O -2.07 1.01 0.15
N 0.24 0.41 0.02
H 2.63 2.23 -0.52
H 2.15 1.07 0.49
H 0.17 -2.84 0.03
H -2.15 -1.63 0.10
H -1.70 1.90 0.01
*
```

M ... 99.09 g mol⁻¹
Frontier orbital gap (alpha / beta) ... 7.166 / 7.168 eV
LUMO energy (alpha / beta) ... -0.04552 / -0.04551 Eh

***

It comes down to (1), which is 36.0 kcal/mol more stable than the next structure.

***

(1)
Computed, not measured: a structure of composition C3H5N3O, with wB97M-V/def2-TZVPD.

```
! wB97M-V def2-TZVPD RIJCOSX def2/J DEFGRID3
* xyz 0 1
O 2.24 -0.61 -0.77
C 1.54 0.53 -1.03
C -0.23 -0.11 -0.53
N -0.87 -1.20 -0.26
N -1.80 -0.74 0.77
C -1.77 0.43 1.27
N -0.20 1.10 -0.32
H 1.82 -1.35 -1.23
H 1.53 0.86 -2.07
H 1.95 1.33 -0.41
H -2.47 -1.50 0.94
H -2.52 0.59 2.04
*
```

M ... 99.09 g mol⁻¹
Frontier orbital gap ... 8.964 eV
LUMO energy ... 0.01608 Eh

***

(2)
Computed, not measured: a cluster of 2 separate species, C3H5N3O in total, with wB97M-V/def2-TZVPD.

```
! wB97M-V def2-TZVPD RIJCOSX def2/J DEFGRID3
* xyz 0 1
C 2.10 -0.07 0.01
C 0.25 -1.66 0.12
C -1.94 0.59 -0.05
N -0.77 2.61 0.11
N 1.16 -0.68 -0.38
N -1.34 1.62 -0.25
O 3.03 0.64 -0.03
H -0.67 -1.12 0.67
H -0.12 -2.43 -0.72
H 0.67 -2.10 1.03
H -2.58 -0.16 -0.44
H 0.22 2.75 -0.07
*
```

M ... 99.09 g mol⁻¹
Frontier orbital gap ... 9.089 eV
LUMO energy ... 0.01412 Eh

***

It comes down to (2), which is 61.9 kcal/mol more stable than the next structure.

***

(1)
Computed, not measured: the molecule C3H5N3O, with wB97M-V/def2-TZVPD.

```
! wB97M-V def2-TZVPD RIJCOSX def2/J DEFGRID3
* xyz 0 1
C 0.68 0.96 -0.22
C 2.67 -0.66 -0.25
C -1.30 -0.36 -0.62
N -0.36 0.32 -0.16
N 2.04 0.61 -0.06
N -2.39 -0.86 -0.02
O 3.88 -0.75 -0.01
H 0.75 2.04 -0.60
H 2.11 -1.55 -0.55
H 2.56 1.41 0.26
H -2.81 -0.63 0.94
H -3.21 -1.05 -0.57
*
```

M ... 99.09 g mol⁻¹
Frontier orbital gap ... 8.133 eV
LUMO energy ... 0.01848 Eh

***

(2)
Computed, not measured: the molecule C3H5N3O, with wB97M-V/def2-TZVPD.

```
! wB97M-V def2-TZVPD RIJCOSX def2/J DEFGRID3
* xyz 0 1
C -1.61 -0.41 0.20
N -0.29 -0.23 -0.48
N 0.64 -1.22 -0.04
N 1.91 -0.51 0.19
C 1.67 0.73 -0.02
C 0.28 1.04 -0.12
O -0.15 2.23 -0.08
H -2.30 -1.08 -0.37
H -1.59 -0.73 1.36
H -1.99 0.56 0.07
H 0.94 -1.85 -1.01
H 2.48 1.46 0.31
*
```

M ... 99.09 g mol⁻¹
Frontier orbital gap ... 9.829 eV
LUMO energy ... -0.00070 Eh
SMILES ... Cn1[nH]ncc1=O

***

It comes down to (1), which is 8.8 kcal/mol more stable than the next structure.

***

(1)
Computed, not measured: the molecule C3H5N3O, with wB97M-V/def2-TZVPD.

```
! wB97M-V def2-TZVPD RIJCOSX def2/J DEFGRID3
* xyz 0 1
C -0.98 1.97 -1.54
N -0.26 1.20 -0.63
N -1.23 0.46 0.26
C -0.54 -0.41 0.89
N 0.87 -0.55 0.57
C 1.21 -1.91 0.71
O 2.20 -2.40 0.13
H -0.28 2.91 -2.13
H -2.30 2.03 -1.63
H -0.88 -1.14 1.78
H 1.46 0.35 0.01
H 0.73 -2.50 1.60
*
```

M ... 99.09 g mol⁻¹
Frontier orbital gap ... 9.638 eV
LUMO energy ... -0.00003 Eh
SMILES ... C=N/N=C\NC=O

***

(2)
Computed, not measured: the molecule C3H5N3O, with wB97M-V/def2-TZVPD.

```
! wB97M-V def2-TZVPD RIJCOSX def2/J DEFGRID3
* xyz 0 1
H 1.15 2.39 0.15
N 0.24 1.91 -0.19
C 0.40 0.65 -0.19
C 1.80 -0.09 0.09
N 1.66 -1.32 -0.11
O 0.30 -1.65 -0.17
N -0.40 -0.39 -0.43
C -1.79 -0.50 0.06
H 2.73 0.40 0.06
H -2.42 0.41 -0.30
H -2.12 -1.53 -0.18
H -1.56 -0.29 1.22
*
```

M ... 99.09 g mol⁻¹
Frontier orbital gap ... 9.641 eV
LUMO energy ... 0.02346 Eh
SMILES ... [H]/N=c1\cnon1C

***

It comes down to (2), which is 16.3 kcal/mol more stable than the next structure.